1.
Here is 3 unconnected molecules or ions with the total composition C4H15NO2S in a non-equilibrium geometry from OMol25. Energies are from ωB97M-V/def2-TZVPD.

Bonds (Å) are listed after each position.
Geometry (Å):
1 C -2.2281 -2.3778 -0.2221  C2 1.507, H7 1.111, H8 1.108, H9 1.135
2 C -2.1437 -0.8803 -0.3662  C1 1.507, N3 1.517, H10 1.146, H11 1.042
3 N -0.7080 -0.5091 -0.0451  C2 1.517, C4 1.495, H12 1.011
4 C -0.3987 0.9465 -0.1877  N3 1.495, C5 1.545, H13 1.086, H14 1.114
5 C 1.0230 1.2786 0.3168  C4 1.545, S6 1.746, H15 1.123, H16 1.061
6 S 1.4908 2.9583 0.2199  C5 1.746, H17 1.298
7 H -1.7352 -2.7425 0.7046  C1 1.111
8 H -1.6745 -2.8954 -1.0306  C1 1.108
9 H -3.3044 -2.7202 -0.1058  C1 1.135
10 H -2.2844 -0.7157 -1.4911  C2 1.146
11 H -2.8490 -0.2313 0.0428  C2 1.042
12 H -0.0236 -1.1393 -0.4409  N3 1.011
13 H -0.5344 1.3736 -1.1768  C4 1.086
14 H -1.1306 1.4324 0.4980  C4 1.114
15 H 1.8422 0.7494 -0.2407  C5 1.123
16 H 1.0763 0.9898 1.3358  C5 1.061
17 H 1.3213 3.0670 -1.0621  S6 1.298
18 O 1.0410 -2.0807 -2.1618  H19 0.978, H20 0.948
19 H 0.9860 -2.1261 -3.1372  O18 0.978
20 H 1.6245 -2.7630 -1.8588  O18 0.948
21 O 0.2986 -1.3553 2.5248  H22 0.943, H23 1.049
22 H -0.4654 -1.2520 3.0686  O21 0.943
23 H 0.0243 -1.1105 1.5426  O21 1.049

Its SMILES is CCNCCS.O.O. As for the energy above the lowest of the compared OMol25 structures with the same formula, charge and spin: 99.1 kJ/mol.

2.
Here is 2 unconnected molecules or ions with the total composition C3H9N2S in a non-equilibrium geometry from OMol25. Energies are from ωB97M-V/def2-TZVPD.

Bonds (Å) are listed after each position.
Geometry (Å):
1 C -1.3167 0.1618 1.2453  N5 1.227, H7 1.122, H8 1.182
2 C 0.3594 1.5396 -0.9698  S6 1.792, H9 1.233, H10 1.080, H15 1.246
3 C 1.6653 -0.3650 0.5246  N4 1.305, S6 1.649, H11 1.116
4 N 1.5270 -1.2699 -0.4056  C3 1.305, H12 0.979, H13 0.984
5 N -1.5747 0.1984 0.0464  C1 1.227, H14 1.008
6 S 1.2773 1.2380 0.5389  C2 1.792, C3 1.649
7 H -1.1120 -0.6642 1.9763  C1 1.122
8 H -1.1932 1.2604 1.6646  C1 1.182
9 H 0.5586 0.5745 -1.7110  C2 1.233
10 H 0.7550 2.3963 -1.4945  C2 1.080
11 H 2.2983 -0.7081 1.3775  C3 1.116
12 H 1.8038 -2.1956 -0.2488  N4 0.979
13 H 1.3662 -0.9877 -1.3341  N4 0.984
14 H -1.7332 -0.7066 -0.3673  N5 1.008
15 H -0.8835 1.5940 -0.9021  C2 1.246

The total charge is +1. As for the energy above the lowest of the compared OMol25 structures with the same formula, charge and spin: 305.7 kJ/mol.

3.
Here is a gas-phase ion, C4H3O4 (charge -1) in a non-equilibrium geometry from OMol25. Energies are from ωB97M-V/def2-TZVPD.

Bonds (Å) are listed after each position.
Geometry (Å):
1 O 0.6477 0.6516 2.7906  C2 1.190
2 C 0.4634 -0.4607 2.4107  O1 1.190, O3 1.190, O4 1.723
3 O 1.0006 -1.5145 2.2825  C2 1.190
4 O -1.1915 -0.6440 1.9655  C2 1.723, C5 1.315
5 C -1.5133 -0.2879 0.7415  O4 1.315, C6 1.326, H9 1.094
6 C -0.6323 -0.2251 -0.2476  C5 1.326, C7 1.449, O8 1.389
7 C 0.7273 0.2173 -0.4855  C6 1.449, O8 1.426, H10 1.088, H11 1.084
8 O -0.3280 0.4741 -1.4090  C6 1.389, C7 1.426
9 H -2.5824 -0.2481 0.5123  C5 1.094
10 H 1.1122 1.0802 0.0537  C7 1.088
11 H 1.4918 -0.4754 -0.8198  C7 1.084

The total charge is -1. Its SMILES is O=C([O-])O/C=C1\CO1. As for the energy above the lowest of the compared OMol25 structures with the same formula, charge and spin: 209.2 kJ/mol.

4.
Here is 5 unconnected molecules or ions with the total composition C12H38N2O6P2 in a non-equilibrium geometry from OMol25. Energies are from ωB97M-V/def2-TZVPD.

Bonds (Å) are listed after each position.
Geometry (Å):
1 C 1.7664 2.5450 0.3453  C2 1.569, H15 1.101, H16 1.104, H17 1.106
2 C 1.9307 1.1606 -0.3741  C1 1.569, O3 1.434, H18 1.107, H19 1.108
3 O 1.1078 1.1989 -1.5482  C2 1.434, C4 1.418
4 C 1.5156 0.1951 -2.4635  O3 1.418, C5 1.582, H20 1.105, H21 1.109
5 C 0.8970 -1.2119 -2.0901  C4 1.582, O6 1.418, H22 1.116, H23 1.109
6 O -0.1029 -1.0468 -1.0983  C5 1.418, C7 1.437
7 C -1.1790 -1.9841 -1.2693  O6 1.437, P8 1.895, H24 1.105, H25 1.112
8 P -2.7519 -1.0579 -1.7771  C7 1.895, C9 1.868, P13 2.180
9 C -2.1886 0.6884 -2.1285  P8 1.868, C10 1.579, H26 1.105, H27 1.108
10 C -3.1942 1.4965 -3.0384  C9 1.579, C11 1.550, H28 1.112, H29 1.104
11 C -3.9556 2.5937 -2.2519  C10 1.550, N12 1.476, H30 1.112, H31 1.108
12 N -4.6983 2.0670 -1.0897  C11 1.476, H32 1.008, H33 1.009
13 P -4.0360 -1.1876 -0.0197  P8 2.180, N14 1.631, H34 1.424, H35 1.422
14 N -3.2702 -1.8334 1.2674  P13 1.631, H36 1.022
15 H 1.7257 2.4436 1.4404  C1 1.101
16 H 2.6072 3.1826 0.0219  C1 1.104
17 H 0.8230 2.9943 -0.0176  C1 1.106
18 H 2.9867 0.9336 -0.6164  C2 1.107
19 H 1.4828 0.4042 0.3009  C2 1.108
20 H 2.6127 0.1572 -2.5917  C4 1.105
21 H 1.0652 0.4979 -3.4307  C4 1.109
22 H 1.6803 -1.9351 -1.7609  C5 1.116
23 H 0.4837 -1.6267 -3.0317  C5 1.109
24 H -0.9443 -2.7869 -1.9918  C7 1.105
25 H -1.3090 -2.4811 -0.2829  C7 1.112
26 H -1.8809 1.2654 -1.2376  C9 1.105
27 H -1.2691 0.5895 -2.7387  C9 1.108
28 H -2.5816 2.0310 -3.7967  C10 1.112
29 H -3.8502 0.8139 -3.6067  C10 1.104
30 H -4.6938 3.0695 -2.9336  C11 1.112
31 H -3.2779 3.3848 -1.8740  C11 1.108
32 H -5.6980 2.1125 -1.2119  N12 1.008
33 H -4.4281 2.5459 -0.2440  N12 1.009
34 H -4.5268 0.0817 0.3999  P13 1.424
35 H -5.1350 -2.0334 -0.3344  P13 1.422
36 H -3.7942 -2.6875 1.4697  N14 1.022
37 C 1.0133 -3.5410 2.0177  O38 1.425, H39 1.088, H40 1.093, H41 1.094
38 O 1.5837 -2.2812 1.6744  C37 1.425, H42 0.962
39 H 1.1528 -3.7032 3.0843  C37 1.088
40 H -0.0562 -3.5437 1.7909  C37 1.093
41 H 1.5083 -4.3450 1.4644  C37 1.094
42 H 1.4474 -2.1548 0.7304  O38 0.962
43 C 5.7608 2.9954 0.9891  O44 1.424, H45 1.088, H46 1.094, H47 1.093
44 O 4.7423 3.9759 1.1578  C43 1.424, H48 0.959
45 H 5.3198 2.0123 1.1428  C43 1.088
46 H 6.1738 3.0491 -0.0221  C43 1.094
47 H 6.5581 3.1487 1.7208  C43 1.093
48 H 5.1462 4.8349 1.0194  O44 0.959
49 C 5.2107 -1.8441 0.2721  O50 1.420, H51 1.088, H52 1.095, H53 1.094
50 O 5.0544 -3.1516 0.8044  C49 1.420, H54 0.962
51 H 6.2604 -1.6929 0.0277  C49 1.088
52 H 4.6094 -1.7379 -0.6364  C49 1.095
53 H 4.9012 -1.1020 1.0133  C49 1.094
54 H 4.1218 -3.2609 1.0121  O50 0.962
55 C -3.8175 -0.6340 4.6489  O56 1.421, H57 1.089, H58 1.093, H59 1.092
56 O -5.0717 -0.5128 3.9925  C55 1.421, H60 0.962
57 H -3.8082 0.0277 5.5136  C55 1.089
58 H -3.6695 -1.6641 4.9839  C55 1.093
59 H -3.0135 -0.3477 3.9671  C55 1.092
60 H -5.0473 -1.1072 3.2360  O56 0.962

Its SMILES is CCOCCOCP(CCCN)[PH2]=N.CO.CO.CO.CO.

| no. | highest occupied orbital energy (eV) | E (eV) | HOMO-LUMO gap (eV) |
| --- | --- | --- | --- |
| 1 | -8.87 | -20810.8470 | 9.25 |
| 2 | -13.67 | -17062.9983 | 8.97 |
| 3 | -3.52 | -12385.6073 | 7.54 |
| 4 | -7.99 | -46897.7195 | 8.60 |